Record 1
Formula: C5H7N2
Source: the OMol25 dataset
Level of theory: wB97M-V/def2-TZVPD

The net charge is +1. As for the spin multiplicity: 3. The calculated total energy comes out at -8262.022 eV. For the HOMO energy (spin up / spin down), the calculation gives -11.77 / -15.12 eV. As for the relative energy (zero: lowest compared OMol25 entry of this formula, charge and spin): 619.0 kJ/mol. For the orbital gap (spin up / spin down), the calculation gives 6.0169 / 7.2193 eV.

Positions of all 14 atoms, in Å:
C (-1.50329, -1.97906, -1.72284)
C (-0.81766, -1.71507, -0.71055)
C (0.47995, -1.90566, 1.38406)
C (-0.28816, 0.03999, -0.19117)
C (0.99982, 0.39525, -0.88868)
N (-0.17206, -1.40598, 0.41906)
N (-1.16672, 0.90979, 0.33424)
H (1.11434, -1.30105, 1.97562)
H (0.47761, -2.94311, 1.44823)
H (0.86562, 0.56324, -1.91072)
H (1.61658, -0.40901, -0.70349)
H (1.35827, 1.21350, -0.34659)
H (-1.87970, 0.69919, 1.00905)
H (-1.47949, 1.79037, -0.06313)

Atomic forces in eV per Å
C -2.361 -0.683 -3.332
C 3.244 -0.356 4.663
C 3.333 -2.411 4.733
C 0.639 -1.031 3.033
C -2.568 0.016 0.771
N -6.421 7.154 -8.301
N 0.185 -0.908 -0.753
H 0.448 0.469 0.380
H 0.107 -1.604 0.332
H -0.027 0.527 -1.590
H 1.587 -1.677 -0.031
H 0.746 1.640 0.408
H 0.075 -1.156 0.517
H 1.014 0.021 -0.829



Record 2
Formula: C9H9O2S
Source: the OMol25 dataset
Level of theory: wB97M-V/def2-TZVPD

The net charge is -1. As for the spin multiplicity: 1. The calculated total energy comes out at -24408.021 eV. For the HOMO energy (spin up / spin down), the calculation gives -2.36 / -2.35 eV. As for the relative energy (zero: lowest compared OMol25 entry of this formula, charge and spin): 75.2 kJ/mol. For the orbital gap (spin up / spin down), the calculation gives 6.0742 / 6.0716 eV.

Positions of all 21 atoms, in Å:
C (-1.22925, 2.20494, 0.67124)
C (0.12773, 2.48818, 1.00900)
C (-1.51573, 1.07699, -0.04075)
C (1.14777, 1.57145, 0.90553)
C (-0.51594, 0.14657, -0.34509)
C (0.85248, 0.41041, 0.21406)
C (-0.66766, -1.28640, -0.48528)
C (0.75722, -1.70533, -0.80452)
C (1.60816, -0.70879, -0.01757)
O (-0.65868, 2.07222, -2.67780)
O (-1.96218, 0.01501, -2.71950)
S (-0.63726, 0.60567, -2.54847)
H (-2.00296, 2.88412, 0.65444)
H (0.28877, 3.45233, 1.51970)
H (-2.48416, 0.75062, -0.34640)
H (2.11289, 1.75753, 1.43706)
H (-0.86659, -1.83302, 0.36088)
H (-1.31330, -1.67740, -1.21082)
H (0.88025, -2.75844, -0.56283)
H (0.95397, -1.53385, -1.80967)
H (2.56721, -1.04030, 0.13339)

Atomic forces in eV per Å
C 0.735 -1.508 -1.881
C 0.560 0.377 1.297
C 0.357 -0.772 1.499
C -0.199 2.975 1.207
C 0.705 2.261 0.230
C 0.449 -3.524 -1.188
C 1.713 -0.851 -1.370
C 0.037 -0.036 1.671
C -2.762 -0.196 -0.669
O 0.267 -0.221 0.151
O -0.664 -0.444 -0.466
S 0.426 0.893 -0.109
H -1.257 1.955 0.627
H 0.179 -0.490 -0.206
H -0.856 0.497 -0.206
H -0.781 -0.222 -0.840
H -0.946 -0.726 2.843
H -1.255 0.019 -1.245
H 0.446 -0.164 -0.010
H 0.400 -0.093 -2.143
H 2.447 0.270 0.809



Record 3
Formula: C19H58B3FO13
Source: the OMol25 dataset
Level of theory: wB97M-V/def2-TZVPD

As for the spin multiplicity: 1. The calculated total energy comes out at -52012.407 eV. For the HOMO energy, the calculation gives -9.94 eV. For the orbital gap, the calculation gives 10.3702 eV.

Positions of all 94 atoms, in Å:
C (-2.59977, -2.77257, 1.72459)
C (-3.26237, -2.67246, 0.35673)
C (-3.74154, -1.26893, -0.00691)
C (-2.68747, -0.16500, 0.08787)
C (-2.36163, 0.28969, 1.51662)
C (-0.85281, 0.26669, 1.84376)
C (-0.52586, -0.27025, 3.26191)
B (0.83800, -0.99524, 3.16469)
O (2.03465, -0.28345, 3.21142)
B (2.85836, -0.57469, 2.14563)
O (3.59240, 0.40345, 1.53784)
O (2.93892, -1.88451, 1.68898)
B (1.76425, -2.60773, 1.79183)
C (1.35234, -3.63272, 0.66463)
F (2.47700, -4.37683, 0.28015)
C (0.75987, -2.95888, -0.56290)
C (1.70985, -1.99562, -1.26722)
O (0.94508, -2.36439, 2.88284)
H (-3.27192, -2.50883, 2.53740)
H (-1.73869, -2.10758, 1.74864)
H (-2.20338, -3.76395, 1.91704)
H (-2.59855, -3.06353, -0.41519)
H (-4.13300, -3.33252, 0.35096)
H (-4.62120, -0.99742, 0.57730)
H (-4.08253, -1.30588, -1.04399)
H (-3.07085, 0.70062, -0.44330)
H (-1.79208, -0.47137, -0.45780)
H (-2.88500, -0.30673, 2.25077)
H (-2.69663, 1.31786, 1.64408)
H (-0.43148, 1.26130, 1.73308)
H (-0.36021, -0.38711, 1.11622)
H (-1.31338, -0.93853, 3.59801)
H (-0.43791, 0.54750, 3.97678)
H (3.50653, 0.35422, 0.58486)
H (0.60874, -4.32082, 1.06267)
H (-0.14172, -2.43286, -0.25300)
H (0.48494, -3.74563, -1.26175)
H (1.26496, -1.66261, -2.20230)
H (1.88624, -1.10487, -0.66593)
H (2.66030, -2.46388, -1.50382)
C (-5.38315, 0.04694, 4.58835)
O (-4.17907, -0.58548, 4.16688)
H (-5.79563, 0.55775, 3.72215)
H (-6.11332, -0.68240, 4.94829)
H (-5.19395, 0.78256, 5.37432)
H (-3.80292, -1.04043, 4.92493)
C (5.94713, 2.70745, 1.56538)
O (6.30083, 3.74773, 0.65541)
H (5.68687, 1.83368, 0.97899)
H (6.78616, 2.45577, 2.22025)
H (5.08460, 2.98744, 2.17299)
H (6.52984, 4.52615, 1.17021)
C (5.55178, -3.17846, -0.88978)
O (5.57887, -2.11466, -1.84080)
H (5.30497, -4.08784, -1.43130)
H (6.52641, -3.30666, -0.41108)
H (4.78899, -3.00830, -0.12650)
H (5.79189, -1.30509, -1.37085)
C (-1.30423, -6.19491, -2.87650)
O (-1.07453, -4.80141, -3.05692)
H (-2.30309, -6.30263, -2.46185)
H (-1.25703, -6.73433, -3.82601)
H (-0.58527, -6.63196, -2.17836)
H (-0.19452, -4.69426, -3.42718)
C (-3.31895, 3.20777, -2.15437)
O (-3.40970, 2.99963, -0.74609)
H (-3.65589, 2.29321, -2.63829)
H (-3.95620, 4.03613, -2.47077)
H (-2.29205, 3.41738, -2.45452)
H (-3.11194, 3.80530, -0.31633)
C (-1.50291, -5.85116, 4.61799)
O (-1.02913, -5.01010, 3.57359)
H (-2.26229, -6.50083, 4.19022)
H (-0.70175, -6.47085, 5.02940)
H (-1.95378, -5.26851, 5.42602)
H (-0.36031, -4.42317, 3.94127)
C (-1.77123, 6.11875, -4.43192)
O (-1.83797, 5.95781, -3.01612)
H (-2.11327, 5.19195, -4.88390)
H (-2.42022, 6.93223, -4.76414)
H (-0.74794, 6.31235, -4.76116)
H (-1.53621, 6.77369, -2.60975)
C (8.75530, 5.59766, -0.69973)
O (8.58842, 6.89884, -0.13852)
H (7.76538, 5.20353, -0.90774)
H (9.32423, 5.63714, -1.63231)
H (9.25642, 4.92628, 0.00211)
H (9.45887, 7.25561, 0.05184)
C (-4.78898, 5.70980, -6.33892)
O (-3.78784, 5.55548, -7.33921)
H (-4.49742, 5.09186, -5.49394)
H (-4.85814, 6.74970, -6.00835)
H (-5.76625, 5.37632, -6.69646)
H (-4.03234, 6.09560, -8.09416)

Atomic forces in eV per Å
C 0.426 -0.140 -0.413
C -0.459 -0.084 0.418
C 0.217 -0.102 -0.456
C -0.477 0.128 0.019
C 0.622 0.254 -0.083
C -0.247 -0.374 0.235
C 0.172 0.173 0.445
B 0.370 -0.256 0.868
O -0.370 0.275 -0.641
B 0.780 -0.196 0.452
O -0.404 0.255 0.300
O -0.586 0.265 -0.642
B 0.526 -0.463 0.567
C -0.204 0.161 0.336
F 0.189 -0.187 -0.130
C 0.468 0.043 -0.060
C -0.259 0.026 -0.031
O -0.525 0.387 -0.891
H -0.091 0.116 0.049
H 0.041 -0.007 0.172
H -0.111 -0.209 0.000
H 0.180 0.109 -0.077
H -0.055 -0.096 -0.090
H -0.012 0.044 0.237
H -0.108 0.010 -0.077
H 0.007 0.072 -0.181
H 0.156 -0.112 0.061
H -0.169 -0.010 0.013
H -0.210 0.065 0.056
H 0.227 0.053 -0.135
H 0.067 0.070 -0.231
H -0.113 -0.079 0.011
H -0.189 0.126 0.031
H 0.415 -0.160 -0.272
H -0.027 -0.277 0.046
H -0.267 -0.056 -0.046
H -0.286 -0.067 0.003
H -0.039 0.061 -0.093
H 0.125 0.102 0.044
H 0.154 -0.013 0.067
C 0.120 -0.076 0.009
O -0.137 0.019 0.138
H 0.002 0.007 -0.022
H -0.035 0.024 -0.013
H -0.035 0.026 -0.011
H 0.041 -0.035 -0.001
C 0.120 0.289 -0.018
O -0.022 -0.139 0.062
H -0.007 -0.024 -0.036
H -0.034 -0.055 0.019
H -0.029 -0.082 0.014
H 0.006 0.059 -0.029
C -0.027 0.182 0.022
O -0.032 -0.090 0.011
H -0.010 -0.008 -0.026
H -0.009 -0.043 0.009
H 0.015 -0.073 0.022
H 0.029 0.039 -0.007
C 0.072 0.122 -0.018
O -0.014 -0.101 0.018
H -0.019 0.006 0.008
H -0.020 -0.033 0.016
H -0.021 -0.034 0.007
H 0.012 0.045 -0.045
C 0.009 -0.037 0.142
O -0.039 0.066 -0.088
H -0.015 -0.029 0.040
H 0.014 -0.001 -0.070
H -0.009 0.019 -0.080
H 0.014 0.018 0.035
C 0.119 0.132 -0.085
O 0.062 -0.139 0.196
H -0.015 -0.007 -0.013
H -0.028 -0.038 0.022
H -0.033 -0.038 0.025
H -0.008 0.093 -0.151
C 0.021 0.083 0.200
O -0.006 -0.006 -0.067
H -0.002 -0.022 -0.003
H 0.012 -0.024 -0.094
H -0.010 -0.008 -0.056
H 0.026 0.019 0.025
C 0.081 0.181 0.046
O -0.069 -0.121 -0.026
H -0.019 -0.012 0.000
H -0.002 -0.040 -0.005
H -0.010 -0.061 -0.042
H 0.022 0.040 0.014
C 0.074 0.052 -0.202
O -0.021 -0.036 0.145
H -0.002 -0.011 0.022
H -0.062 -0.022 0.066
H -0.023 0.008 0.044
H 0.014 0.007 -0.048